[1]
{"formula": "H2", "method": "ωB97M-V/def2-TZVPD", "species": ["H", "H"], "positions_angstrom": [[0.00000, 0.00000, 1.46176], [0.00000, 0.00000, -1.46176]], "mulliken_charge": [0.00, 0.00], "max_force_ha_per_bohr": 0.0293, "total_energy_ha": -0.90277, "relative_energy_kcal_mol": 162.0}

=====

[2]
{"formula": "H2", "method": "ωB97M-V/def2-TZVPD", "species": ["H", "H"], "positions_angstrom": [[0.14394, 1.40728, 0.27519], [-0.14394, -1.40728, -0.27519]], "mulliken_charge": [0.00, 0.00], "max_force_ha_per_bohr": 0.0301, "total_energy_ha": -0.90509, "relative_energy_kcal_mol": 160.5}

=====

[3]
{"formula": "H2", "method": "ωB97M-V/def2-TZVPD", "species": ["H", "H"], "positions_angstrom": [[-0.16320, 0.31403, 0.40843], [0.16320, -0.31403, -0.40843]], "mulliken_charge": [0.00, 0.00], "max_force_ha_per_bohr": 0.0949, "total_energy_ha": -1.11909, "relative_energy_kcal_mol": 26.2}

=====

[4]
{"formula": "H20HeO10", "method": "ωB97M-V/def2-TZVPD", "species": ["He", "O", "H", "H", "O", "H", "H", "O", "H", "H", "O", "H", "H", "O", "H", "H", "O", "H", "H", "O", "H", "H", "O", "H", "H", "O", "H", "H", "O", "H", "H"], "positions_angstrom": [[16.17646, -1.98640, -17.09189], [14.04198, -0.04034, -17.37580], [13.88874, -0.90029, -16.98436], [14.65180, -0.20885, -18.09410], [17.37575, -0.47696, -13.49533], [16.81727, -0.29340, -14.25074], [16.86896, -1.09296, -12.96624], [18.77923, -1.42574, -18.13443], [19.13346, -1.59462, -17.26137], [19.04287, -2.18675, -18.65172], [16.15676, -0.26062, -19.01055], [16.24333, -1.13648, -19.38685], [16.98379, -0.11381, -18.55153], [15.00331, -4.33471, -18.12708], [14.17978, -4.47228, -18.59517], [14.94444, -4.90941, -17.36387], [16.65766, -3.01839, -19.98295], [16.32067, -3.59201, -19.29474], [17.55985, -3.30875, -20.11698], [19.50297, -2.19446, -15.61409], [19.45920, -3.14914, -15.56034], [18.92967, -1.88799, -14.91150], [13.73945, -3.87955, -14.16235], [14.08649, -4.57282, -14.72374], [13.50461, -3.17589, -14.76729], [13.26758, -2.45748, -16.61826], [12.37628, -2.71435, -16.85458], [13.82286, -2.89826, -17.26138], [16.20978, 0.71296, -15.65629], [15.40721, 0.55691, -16.15404], [16.78468, 1.17484, -16.26653]], "mulliken_charge": [0.02, -0.80, 0.40, 0.40, -0.65, 0.37, 0.34, -0.57, 0.40, 0.23, -0.61, 0.36, 0.26, -0.76, 0.33, 0.29, -0.64, 0.37, 0.30, -0.70, 0.30, 0.36, -0.63, 0.26, 0.41, -0.74, 0.33, 0.40, -0.69, 0.41, 0.25], "max_force_ha_per_bohr": 0.0210, "total_energy_ha": -767.29927, "relative_energy_kcal_mol": 14.6}

=====

[5]
{"formula": "H20N2O11", "method": "ωB97M-V/def2-TZVPD", "species": ["N", "H", "H", "H", "H", "N", "O", "O", "O", "O", "H", "H", "O", "H", "H", "O", "H", "H", "O", "H", "H", "O", "H", "H", "O", "H", "H", "O", "H", "H", "O", "H", "H"], "positions_angstrom": [[35.70500, 21.73100, 31.65600], [36.48700, 21.40800, 32.17700], [35.83600, 21.58900, 30.65700], [35.49900, 22.68700, 31.86100], [34.88800, 21.09200, 31.79800], [36.52200, 21.81900, 35.32600], [36.75600, 21.32300, 36.42600], [35.40300, 21.67500, 34.88700], [37.39200, 22.15200, 34.59600], [39.94200, 21.48700, 36.17200], [39.05200, 21.54400, 35.92500], [40.10300, 21.20900, 37.00900], [33.10400, 23.57900, 36.20400], [33.95300, 24.07800, 36.07600], [33.28100, 22.71000, 36.55200], [37.22100, 20.38100, 39.02400], [36.77300, 19.61700, 39.42700], [36.96000, 20.45400, 38.00800], [33.12900, 22.85300, 33.17800], [33.45800, 23.72900, 32.99500], [33.47700, 22.69300, 34.09600], [38.10500, 19.27500, 35.41500], [37.82900, 20.10400, 35.87900], [37.68600, 18.51100, 35.90700], [33.99100, 21.43700, 38.27100], [34.47200, 20.66500, 37.84500], [34.35000, 21.90900, 38.93100], [33.14600, 20.32500, 35.25600], [33.16400, 19.69200, 34.38600], [34.06900, 20.58900, 35.09100], [39.55100, 22.96200, 32.81800], [38.84800, 22.87600, 33.36500], [39.44800, 23.91500, 32.39800]], "mulliken_charge": [-0.40, 0.29, 0.40, 0.30, 0.36, 0.84, -0.78, -0.53, -0.73, -0.62, 0.41, 0.28, -0.66, 0.31, 0.36, -0.63, 0.30, 0.41, -0.65, 0.30, 0.34, -0.64, 0.29, 0.30, -0.57, 0.28, 0.28, -0.60, 0.32, 0.28, -0.60, 0.42, 0.33], "max_force_ha_per_bohr": 0.1343, "total_energy_ha": -948.91580, "relative_energy_kcal_mol": 36.9}

=====

[6]
{"formula": "H20NO13", "method": "ωB97M-V/def2-TZVPD", "species": ["N", "O", "O", "O", "O", "H", "H", "O", "H", "H", "O", "H", "H", "O", "H", "H", "O", "H", "H", "O", "H", "H", "O", "H", "H", "O", "H", "H", "O", "H", "H", "O", "H", "H"], "positions_angstrom": [[0.39413, 0.23912, 0.24844], [1.52114, 0.08819, -0.20619], [-0.52539, 0.62525, -0.50650], [0.11914, 0.01766, 1.40805], [-2.45267, -1.99300, -0.13282], [-2.07849, -1.38847, 0.50808], [-2.71236, -1.43502, -0.86593], [3.44091, -0.17995, 1.71808], [4.16372, 0.36626, 1.40917], [2.75138, -0.05703, 1.06565], [1.73939, 1.28798, -2.79858], [2.23649, 0.47248, -2.86258], [1.50898, 1.35651, -1.87206], [-0.05964, -2.22698, -1.71068], [-0.20403, -1.39972, -2.17006], [-0.87622, -2.38390, -1.23654], [2.30346, -2.78045, 0.64705], [2.59909, -2.02560, 1.15601], [1.42848, -2.53781, 0.34409], [-2.75216, 2.47161, 1.30711], [-2.05466, 2.66497, 0.68074], [-2.30148, 2.07781, 2.05413], [0.66756, -2.30746, 3.42878], [1.24722, -3.05585, 3.57067], [0.89006, -1.99440, 2.55203], [-0.93976, 1.72754, 3.38325], [-0.67921, 1.59024, 4.29401], [-0.68347, 0.92093, 2.93611], [-2.58181, 2.39053, -2.19680], [-1.96387, 1.89355, -1.66070], [-2.28287, 2.25458, -3.09590], [-0.90190, 0.88433, -3.64322], [-0.08099, 1.16107, -3.23611], [-0.88020, 1.27501, -4.51679]], "mulliken_charge": [0.74, -0.82, -0.40, -0.51, -0.73, 0.32, 0.34, -0.67, 0.25, 0.48, -0.71, 0.32, 0.33, -0.66, 0.28, 0.41, -0.65, 0.28, 0.34, -0.64, 0.28, 0.38, -0.67, 0.30, 0.35, -0.69, 0.29, 0.36, -0.66, 0.36, 0.34, -0.68, 0.44, 0.28], "max_force_ha_per_bohr": 0.0530, "total_charge": -1, "total_energy_ha": -1044.87930, "relative_energy_kcal_mol": 18.7}

=====

[7]
{"formula": "H20NO8", "method": "ωB97M-V/def2-TZVPD", "species": ["N", "H", "H", "H", "H", "O", "H", "H", "O", "H", "H", "O", "H", "H", "O", "H", "H", "O", "H", "H", "O", "H", "H", "O", "H", "H", "O", "H", "H"], "positions_angstrom": [[0.45359, -0.32717, -0.19134], [1.01159, 0.27683, -0.28234], [0.53359, -0.69817, 0.71566], [0.81459, -1.24517, -0.79134], [-0.43241, -0.16117, -0.51634], [-0.94441, -3.10317, 1.06866], [-1.70641, -3.23617, 1.56166], [-0.52841, -2.75017, 1.88166], [2.98159, -1.59717, 0.58766], [3.27559, -2.11317, 1.41466], [3.72359, -1.37617, -0.03134], [-1.42241, 1.62683, -3.58234], [-1.58541, 1.41483, -2.58334], [-1.79241, 2.47183, -3.64334], [-1.03041, 0.11283, 1.85066], [-0.26441, 0.11483, 2.48466], [-1.54341, 0.70983, 2.37066], [-0.44741, -1.88217, -3.19034], [0.33859, -1.63917, -3.70134], [-1.19241, -1.70517, -3.78034], [-1.98941, 1.30483, -0.88834], [-2.14241, 2.01883, -0.22934], [-2.52341, 0.46083, -0.91234], [0.89459, 2.78683, 0.18266], [0.69259, 2.99083, -0.75934], [0.56159, 3.43883, 0.85666], [1.10359, 0.54883, 3.11066], [1.27959, 0.35083, 4.00066], [1.88059, 1.20583, 2.99666]], "mulliken_charge": [-0.23, 0.28, 0.31, 0.42, 0.18, -0.57, 0.30, 0.28, -0.60, 0.31, 0.31, -0.63, 0.41, 0.29, -0.58, 0.34, 0.26, -0.63, 0.33, 0.31, -0.67, 0.27, 0.34, -0.61, 0.31, 0.31, -0.60, 0.29, 0.30], "max_force_ha_per_bohr": 0.3217, "total_charge": 1, "total_energy_ha": -668.34035, "relative_energy_kcal_mol": 87.4}

=====

[8]
{"formula": "H20O10", "method": "ωB97M-V/def2-TZVPD", "species": ["O", "H", "H", "O", "H", "H", "O", "H", "H", "O", "H", "H", "O", "H", "H", "O", "H", "H", "O", "H", "H", "O", "H", "H", "O", "H", "H", "O", "H", "H"], "positions_angstrom": [[-1.49308, -2.47672, 3.24878], [-2.19862, -1.91847, 3.42624], [-0.75939, -2.27360, 2.73791], [0.48083, 1.98597, -1.70565], [0.90911, 1.14119, -2.05555], [-0.40701, 2.05965, -1.98067], [1.04057, -2.04207, 2.09927], [1.02599, -1.48779, 2.83739], [1.87542, -2.08342, 1.69982], [-0.95462, -1.03593, -2.46940], [0.05337, -1.03674, -2.40500], [-1.20420, -0.13572, -2.29098], [0.91661, 0.52144, 1.44658], [0.37350, -0.16583, 1.72486], [1.58367, 0.39106, 0.76165], [2.69932, 1.53382, -0.34482], [1.76339, 1.67374, -0.42396], [3.28724, 2.19096, -0.35566], [-1.23240, 0.95613, -0.26394], [-0.77956, 1.47438, 0.42635], [-2.04587, 1.07149, 0.26241], [-0.60727, 2.72140, 1.52224], [0.26458, 2.88185, 1.18377], [-0.44190, 2.24512, 2.36186], [1.67246, -1.92523, -2.19801], [1.95546, -1.15513, -1.71304], [2.02576, -2.08906, -3.00061], [-3.64162, -1.13150, -1.41361], [-3.31961, -0.25825, -1.55782], [-2.84217, -1.63275, -1.56039]], "mulliken_charge": [-0.63, 0.30, 0.42, -0.70, 0.27, 0.31, -0.70, 0.35, 0.26, -0.67, 0.36, 0.26, -0.54, 0.32, 0.32, -0.65, 0.41, 0.23, -0.42, 0.26, 0.27, -0.70, 0.34, 0.35, -0.66, 0.35, 0.29, -0.62, 0.26, 0.38], "max_force_ha_per_bohr": 0.1220, "total_energy_ha": -764.29514, "smiles": "O.O.O.O.O.O.O.O.O.O", "relative_energy_kcal_mol": 117.2}

=====

[9]
{"formula": "H20O10", "method": "ωB97M-V/def2-TZVPD", "species": ["O", "H", "H", "O", "H", "H", "O", "H", "H", "O", "H", "H", "O", "H", "H", "O", "H", "H", "O", "H", "H", "O", "H", "H", "O", "H", "H", "O", "H", "H"], "positions_angstrom": [[-0.18753, 0.38208, 0.72855], [-0.75277, 0.58976, -0.02402], [0.39236, -0.31468, 0.40108], [-0.51204, 1.76987, -2.54320], [-0.12915, 2.22680, -3.30056], [-1.10226, 2.42229, -2.14953], [-1.50959, -3.57271, 2.56285], [-0.67752, -3.46562, 3.03739], [-1.63477, -2.72822, 2.11546], [-5.48966, 0.18924, -0.88500], [-5.27377, -0.67346, -0.51335], [-4.75180, 0.74997, -0.62018], [1.78938, -1.46358, -1.88746], [1.03990, -1.18748, -1.34797], [1.38805, -1.95826, -2.61080], [1.10343, 2.00676, 1.67740], [0.74503, 2.58065, 0.99097], [0.50937, 2.13643, 2.42525], [0.78484, 3.22946, -1.74427], [1.25490, 2.39130, -1.66996], [0.85310, 3.45454, -2.67897], [-2.14819, -0.73458, -0.03267], [-1.90850, -0.98197, 0.86751], [-1.33053, -0.84312, -0.53131], [5.27885, -1.25964, -0.19155], [4.38960, -1.15694, 0.16576], [5.72824, -0.44496, 0.06013], [0.75481, -1.42689, 2.32682], [1.33517, -0.66064, 2.39778], [0.06107, -1.25636, 2.97384]], "mulliken_charge": [-0.56, 0.34, 0.27, -0.63, 0.28, 0.37, -0.62, 0.33, 0.29, -0.63, 0.32, 0.31, -0.61, 0.26, 0.32, -0.61, 0.29, 0.31, -0.68, 0.38, 0.29, -0.58, 0.34, 0.27, -0.62, 0.31, 0.32, -0.66, 0.31, 0.31], "max_force_ha_per_bohr": 0.0793, "total_energy_ha": -764.25630, "smiles": "O.O.O.O.O.O.O.O.O.O", "relative_energy_kcal_mol": 141.6}

=====

Number 1: HOMO energy -9.3 eV, lowest unoccupied orbital energy -3.842 eV. Number 2: HOMO energy -9.3 eV, lowest unoccupied orbital energy -3.795 eV. Number 3: HOMO energy -12.8 eV, lowest unoccupied orbital energy 1.447 eV. Number 4: HOMO energy -10.6 eV, lowest unoccupied orbital energy -0.577 eV. Number 5: HOMO energy -10.2 eV, lowest unoccupied orbital energy -1.328 eV. Number 6: HOMO energy -6.9 eV, lowest unoccupied orbital energy 2.886 eV. Number 7: HOMO energy -13.5 eV, lowest unoccupied orbital energy -3.052 eV. Number 8: HOMO energy -10.7 eV, lowest unoccupied orbital energy -0.124 eV. Number 9: HOMO energy -10.2 eV, lowest unoccupied orbital energy -0.270 eV.